C46H113N7O8S2 | wB97M-V/def2-TZVPD

XYZ file:
```
176
Properties=species:S:1:pos:R:3:forces:R:3
C -1.710 1.982 0.001 2.192 -3.881 -0.158
C -0.732 0.890 0.334 2.469 1.050 -0.454
N 0.379 0.719 -0.641 0.932 -1.609 2.426
C 1.172 -0.446 -0.178 1.282 0.323 1.256
C 1.927 -0.203 1.176 -2.371 0.005 -2.231
C 0.056 0.543 -1.994 2.298 0.891 -3.129
C 1.289 0.695 -2.958 0.496 4.581 2.157
H -2.053 2.301 0.986 0.572 -2.952 -2.045
H -2.519 1.606 -0.626 1.148 -0.121 0.922
H -1.204 2.760 -0.569 0.347 -0.490 0.714
H -0.243 1.127 1.279 1.024 0.766 -1.445
H -1.230 -0.043 0.596 0.785 0.828 0.013
H 0.602 -1.373 -0.125 -0.123 0.027 0.959
H 1.829 -0.855 -0.946 0.730 1.202 -0.177
H 2.655 0.606 1.116 -1.554 0.180 -0.874
H 1.260 -0.106 2.032 -0.259 0.427 -1.559
H 2.534 -1.079 1.406 -3.073 2.059 -0.334
H -0.630 1.354 -2.238 -0.205 0.108 -0.403
H -0.424 -0.394 -2.277 1.906 1.713 0.034
H 2.164 0.058 -2.823 -0.102 0.617 1.444
H 1.643 1.725 -2.997 0.265 0.106 1.059
H 1.087 0.511 -4.013 -1.478 2.639 1.536
C 1.184 -0.700 5.244 0.341 -0.406 0.543
C 2.029 0.056 4.188 -2.823 1.733 3.444
N 1.911 1.474 4.588 0.325 0.371 0.605
C 2.805 1.934 5.723 -0.733 1.088 -0.834
C 2.297 3.278 6.385 0.203 -1.140 0.069
C 2.008 2.305 3.396 2.883 0.405 0.724
C 3.418 2.099 2.729 -1.288 2.648 -1.247
H 0.107 -0.590 5.119 0.362 0.368 -0.352
H 1.363 -0.316 6.249 0.411 -0.270 0.064
H 1.357 -1.773 5.166 0.144 0.998 0.921
H 3.025 -0.366 4.053 0.084 0.848 0.731
H 1.392 -0.069 3.312 0.878 0.454 0.850
H 2.939 1.174 6.493 -0.587 -0.160 -0.116
H 3.828 2.113 5.391 0.198 0.048 -0.423
H 2.018 4.071 5.693 -0.063 -0.303 -0.208
H 1.461 3.063 7.052 -0.213 0.048 -0.208
H 3.066 3.710 7.025 0.252 -0.162 -0.035
H 1.985 3.360 3.672 -0.566 0.011 0.049
H 1.230 2.081 2.667 -0.065 -0.022 0.120
H 3.438 2.730 1.841 0.029 0.453 -0.166
H 3.535 1.112 2.282 -0.327 5.323 0.401
H 4.354 2.345 3.231 -0.391 0.043 0.749
C -4.185 2.691 -0.939 -2.918 -0.272 0.103
C -4.833 2.989 0.387 1.205 -0.814 1.976
N -3.834 2.829 1.496 -0.319 -1.062 -0.892
C -4.421 2.796 2.823 -0.323 0.509 -0.352
C -5.530 1.776 3.071 -0.302 0.493 -0.104
C -2.651 3.648 1.480 -1.203 5.790 1.363
C -3.036 5.168 1.401 -0.255 -0.327 0.869
H -3.784 1.702 -1.164 -1.134 -0.050 0.513
H -3.378 3.407 -1.097 -3.714 -2.209 2.236
H -4.894 2.839 -1.753 -0.374 0.382 -0.029
H -5.173 4.022 0.463 -0.491 0.162 -0.527
H -5.630 2.325 0.723 -0.272 0.076 -0.622
H -3.630 2.658 3.561 0.088 -0.107 -0.095
H -4.843 3.779 3.027 -0.226 0.319 0.436
H -6.497 2.126 2.710 -0.008 0.166 0.054
H -5.387 0.812 2.582 -0.064 -0.029 0.511
H -5.593 1.709 4.157 -0.204 -0.524 -0.066
H -1.864 3.571 0.731 -1.287 1.322 0.756
H -2.140 3.390 2.408 0.278 0.448 0.249
H -3.799 5.411 2.140 0.075 0.248 0.171
H -3.503 5.397 0.443 0.195 -0.062 -0.187
H -2.186 5.836 1.537 0.057 -0.078 0.006
C 1.173 -1.342 -4.050 2.413 -4.758 -0.795
C 2.197 -2.554 -4.116 -0.856 1.261 -0.064
N 3.012 -2.688 -2.927 -0.049 1.031 1.196
C 4.194 -3.503 -3.149 0.495 0.246 -1.647
C 3.925 -4.815 -3.914 -0.058 -0.045 0.631
C 2.161 -3.159 -1.846 0.761 -0.755 0.453
C 2.940 -3.409 -0.552 -2.338 0.275 -3.238
H 0.384 -1.512 -4.782 4.354 0.522 1.111
H 1.642 -0.358 -4.035 1.026 -5.051 -2.539
H 0.574 -1.391 -3.141 1.256 -0.229 0.061
H 1.624 -3.471 -4.255 -0.172 -0.330 -0.293
H 2.875 -2.441 -4.963 -0.084 0.135 -0.221
H 4.836 -3.699 -2.291 -0.582 0.115 0.386
H 4.808 -2.836 -3.753 0.371 -0.207 -0.380
H 3.249 -5.405 -3.295 -0.095 -0.294 -0.124
H 4.827 -5.409 -4.063 0.098 0.120 0.039
H 3.446 -4.666 -4.881 0.111 0.077 0.079
H 1.353 -2.457 -1.640 0.023 -0.329 -0.435
H 1.756 -4.083 -2.258 -0.794 -0.490 0.598
H 3.666 -4.220 -0.599 -1.394 0.760 -1.483
H 3.372 -2.492 -0.151 0.106 -1.750 -2.046
H 2.391 -3.727 0.335 -2.546 2.107 -3.919
C -3.568 -3.454 -2.831 1.153 0.543 0.757
C -2.715 -3.822 -1.620 -0.368 0.195 0.611
N -3.011 -2.985 -0.419 1.600 -0.436 -1.091
C -2.930 -1.524 -0.616 1.122 -1.021 -0.725
C -1.506 -0.981 -1.068 -3.717 -3.032 0.625
C -4.222 -3.398 0.207 -0.268 -0.946 -0.505
C -4.249 -3.044 1.640 -2.686 -0.092 0.512
H -3.465 -4.285 -3.529 -0.560 0.282 -0.316
H -3.162 -2.545 -3.276 -0.749 -0.741 0.662
H -4.577 -3.192 -2.514 -0.215 -0.579 -0.219
H -2.895 -4.882 -1.441 -0.451 0.030 0.863
H -1.644 -3.887 -1.815 0.082 0.802 -0.244
H -3.624 -1.233 -1.405 -0.480 0.360 -0.162
H -3.232 -1.055 0.320 -0.312 -0.828 -1.030
H -1.150 -1.535 -1.936 -0.850 -0.726 0.222
H -1.557 0.067 -1.363 -1.610 -1.306 0.547
H -0.752 -1.122 -0.294 -1.372 -0.757 -1.099
H -4.297 -4.484 0.141 0.256 -0.183 -0.130
H -5.088 -3.071 -0.369 -0.644 0.511 0.160
H -3.411 -3.491 2.174 -0.502 -0.109 -0.232
H -5.182 -3.355 2.111 -0.124 -1.042 0.012
H -4.388 -1.987 1.871 -0.094 -1.451 -1.255
C 4.183 -0.234 2.042 3.246 -4.203 -0.716
C 4.005 -1.643 1.336 3.232 0.732 1.537
N 3.631 -2.730 2.250 0.333 0.932 -0.405
C 3.647 -4.055 1.614 0.934 -2.760 2.192
C 4.840 -4.470 0.713 1.196 1.459 1.691
C 2.348 -2.370 2.895 -0.472 -2.882 1.923
C 1.943 -3.434 3.997 -1.069 -0.041 -1.396
H 3.397 0.261 2.612 0.548 -4.875 0.199
H 4.483 0.442 1.242 0.018 -0.113 -0.212
H 5.042 -0.218 2.713 0.267 -0.397 0.233
H 3.312 -1.550 0.500 1.414 1.042 0.633
H 4.969 -1.848 0.870 0.295 -0.273 0.190
H 3.697 -4.886 2.318 -0.172 0.511 1.164
H 2.744 -4.271 1.043 1.399 -1.831 3.545
H 4.694 -5.448 0.254 -0.204 0.149 -0.040
H 4.963 -3.665 -0.011 1.241 -0.749 0.213
H 5.732 -4.543 1.336 0.203 -0.040 0.102
H 1.583 -2.205 2.136 -0.640 -0.953 0.415
H 2.328 -1.471 3.511 1.067 -1.547 -1.586
H 2.738 -3.702 4.692 0.177 -0.092 -0.365
H 1.416 -4.282 3.561 0.729 -0.554 -0.150
H 1.124 -3.048 4.605 0.170 -0.253 -0.321
C -2.364 3.806 -1.960 2.382 2.520 -3.199
C -1.213 4.486 -2.660 1.116 0.809 0.847
N 0.101 3.850 -2.370 1.195 -0.607 -1.808
C 0.825 4.312 -1.170 0.050 0.837 0.151
C 2.058 3.476 -0.765 -1.020 -0.359 -0.458
C 0.947 3.887 -3.640 -2.828 -0.882 0.391
C 0.263 2.844 -4.591 1.868 2.803 1.019
H -2.385 2.729 -2.128 0.844 0.446 -0.226
H -3.320 4.112 -2.386 0.508 0.907 -0.599
H -2.391 4.083 -0.906 1.186 0.571 -0.588
H -1.525 4.640 -3.693 0.865 -0.744 -0.430
H -1.066 5.522 -2.356 -0.588 0.468 0.479
H 1.124 5.357 -1.259 0.085 0.516 -0.303
H 0.124 4.337 -0.336 -0.182 -0.242 0.109
H 2.517 3.717 0.194 -0.333 0.581 -0.036
H 1.643 2.474 -0.653 0.560 -0.310 -0.191
H 2.843 3.524 -1.519 -0.031 -0.165 -0.012
H 1.973 3.562 -3.467 -0.171 0.403 0.083
H 0.849 4.863 -4.116 0.596 0.386 0.111
H -0.676 3.088 -5.089 -0.095 0.652 0.511
H 0.131 1.895 -4.071 0.914 3.287 1.684
H 0.957 2.700 -5.419 0.270 -0.390 -0.226
C -0.650 -0.179 -6.317 -2.118 1.743 -1.452
C -0.890 0.651 -5.036 -1.697 -3.787 -1.823
O -1.066 -0.398 -4.023 -2.229 -0.782 -0.938
S -1.408 -1.937 -4.664 -0.583 0.872 0.084
O -2.822 -2.032 -4.991 2.799 0.842 -0.965
O -0.787 -3.006 -3.859 -1.953 2.462 -2.502
O -0.470 -1.516 -6.017 -2.545 -2.534 -1.099
H 0.112 0.239 -6.975 0.760 -0.552 0.542
H -1.532 -0.065 -6.947 -0.335 -0.252 -0.103
H -1.834 1.197 -5.022 0.028 0.029 -0.360
H -0.068 1.363 -4.960 -1.212 -3.237 -0.765
C -1.745 0.553 2.863 -0.148 0.338 1.492
C -2.938 0.118 2.018 -0.191 0.467 0.350
O -3.333 -1.087 2.634 1.716 -0.504 1.662
S -2.037 -2.030 3.032 0.906 1.669 0.614
O -1.351 -2.499 1.851 -0.338 1.000 1.422
O -2.268 -2.982 4.111 0.093 2.435 -1.637
O -1.333 -0.609 3.605 0.035 -2.210 -0.160
H -2.040 1.298 3.602 0.071 -0.066 0.157
H -0.848 0.887 2.342 -1.219 -0.136 0.991
H -2.640 0.026 0.974 -0.574 0.026 1.124
H -3.881 0.665 2.038 1.234 0.316 0.120
```
Positions in Å, forces in eV/Å.

Values from the calculation:
**LUMO**: 0.25 eV
**DFT total energy**: -97973.504 eV
**Frontier orbital gap**: 7.734 eV
**Energy above the lowest of the compared OMol25 structures with the same formula, charge and spin**: 854.4 kcal/mol
**HOMO level**: -7.5 eV
**Largest force on an atom**: 6.1 eV/Å